# 1
C7H13N4S2 | ωB97M-V/def2-TZVPD

Positions of all 26 atoms, in Å:
1 C 0.378 -1.627 4.639
2 C 0.753 -0.383 4.158
3 C 0.541 -2.031 2.424
4 C -1.466 0.581 0.668
5 C 0.544 1.704 -0.818
6 C 2.018 0.090 -3.125
7 C 0.061 0.355 -1.070
8 N 0.394 -2.528 3.602
9 N -2.534 1.349 0.221
10 N -1.104 0.371 1.865
11 N -0.848 -0.149 -0.323
12 S 0.826 -0.405 2.422
13 S 0.694 -0.796 -2.231
14 H 0.338 -1.923 5.703
15 H 0.719 0.500 4.745
16 H 1.149 2.162 -1.593
17 H -0.344 2.357 -0.475
18 H 1.204 1.554 0.088
19 H 2.576 -0.642 -3.757
20 H 2.725 0.479 -2.348
21 H 1.721 0.874 -3.901
22 H -3.145 1.808 0.920
23 H -2.825 1.170 -0.800
24 H -1.631 0.825 2.685
25 H 0.187 -3.530 3.718
26 H 0.608 -2.637 1.555

Results
Strongest force on any atom   0.089 Eh/bohr
Charge   +1
Energy   -1289.6290 Ha
HOMO level   -0.429 Ha

# 2
C21H64N4O11 | ωB97M-V/def2-TZVPD

Positions of all 100 atoms, in Å:
1 C -0.047 -0.193 -0.092
2 O 1.091 0.604 -0.391
3 H -0.824 0.232 0.437
4 H 0.265 -1.098 0.436
5 H -0.530 -0.609 -0.940
6 H 1.645 0.083 -0.987
7 C 3.006 -2.259 1.580
8 O 4.072 -1.865 0.795
9 H 2.106 -1.686 1.351
10 H 3.236 -1.967 2.617
11 H 2.848 -3.365 1.468
12 H 3.851 -1.134 0.224
13 C -1.290 4.219 -1.099
14 O -0.660 3.134 -0.454
15 H -0.475 4.829 -1.569
16 H -1.826 4.906 -0.481
17 H -2.003 4.022 -1.918
18 H -0.253 2.557 -1.121
19 C -3.790 2.304 -0.884
20 O -2.715 1.363 -0.701
21 H -3.694 3.198 -0.345
22 H -4.684 1.864 -0.420
23 H -3.956 2.611 -1.917
24 H -1.866 1.794 -0.581
25 C 3.780 -1.729 -2.561
26 O 2.892 -0.916 -1.826
27 N 5.062 -1.777 -2.371
28 N 3.430 -2.575 -3.497
29 H 5.479 -1.144 -1.647
30 H 5.637 -2.440 -2.869
31 H 2.442 -2.673 -3.798
32 H 4.148 -3.104 -4.039
33 C -2.611 -0.972 -2.967
34 O -1.636 -1.924 -3.165
35 N -3.408 -0.916 -1.939
36 N -2.800 0.041 -3.756
37 H -3.171 -1.695 -1.328
38 H -3.503 -0.011 -1.389
39 H -2.264 0.152 -4.648
40 H -3.566 0.602 -3.513
41 C 0.859 -3.541 -0.892
42 C 0.663 -4.905 -1.515
43 C 0.699 -4.937 -3.006
44 O 1.535 -5.687 -1.091
45 H 1.011 -3.518 0.189
46 H 0.025 -2.939 -1.094
47 H 1.685 -2.947 -1.297
48 H -0.219 -5.378 -1.149
49 H 1.647 -4.625 -3.405
50 H -0.151 -4.322 -3.346
51 H 0.594 -5.943 -3.485
52 H 2.420 -5.352 -1.264
53 C 1.331 2.523 -2.775
54 C 0.292 1.670 -3.461
55 C 0.759 0.301 -3.838
56 O -0.676 1.411 -2.782
57 H 1.885 2.096 -1.958
58 H 0.923 3.524 -2.482
59 H 2.044 2.805 -3.579
60 H -0.075 2.075 -4.406
61 H 0.870 -0.395 -3.064
62 H 1.666 0.250 -4.446
63 H 0.112 -0.163 -4.591
64 H -1.372 0.952 -3.267
65 C -3.089 4.074 4.217
66 C -2.283 2.948 3.658
67 C -2.380 2.964 2.142
68 O -1.054 2.831 3.925
69 H -2.450 4.955 4.396
70 H -3.479 3.687 5.141
71 H -3.911 4.398 3.525
72 H -2.733 1.975 3.899
73 H -1.902 3.814 1.719
74 H -3.479 2.980 1.900
75 H -1.942 2.034 1.583
76 H -0.574 2.292 3.264
77 C -1.740 -2.458 1.973
78 C -0.986 -1.756 3.095
79 C -1.622 -0.413 3.376
80 O -0.906 -2.332 4.168
81 H -1.654 -3.526 2.092
82 H -1.490 -2.103 1.027
83 H -2.807 -2.300 2.153
84 H 0.053 -1.505 2.786
85 H -2.573 -0.359 3.878
86 H -1.753 0.056 2.384
87 H -0.894 0.203 3.946
88 H -1.720 -2.759 4.405
89 C 3.036 1.172 2.393
90 C 1.652 0.973 3.012
91 C 1.839 1.512 4.382
92 O 0.677 1.474 2.322
93 H 3.482 2.175 2.492
94 H 3.149 0.820 1.306
95 H 3.678 0.569 2.999
96 H 1.613 -0.105 3.033
97 H 2.453 0.813 4.975
98 H 0.943 1.513 4.954
99 H 2.050 2.537 4.411
100 H 0.867 1.435 1.374

Results
Energy above the lowest of the compared OMol25 structures with the same formula, charge and spin   187.1 kcal per mole
Strongest force on any atom   0.268 Eh/bohr
Charge   0
Energy   -1884.8617 Ha
HOMO level   -0.317 Ha
Structure (SMILES)   NC(N)=O.NC(N)=O.CC(C)O.CC(C)O.CC(C)O.CC(C)O.CC(C)O.CO.CO.CO.CO